Entry 1:
{"formula": "C47H55IN10O3STi", "method": "ωB97M-V with the def2-TZVPD basis set", "fmax_ev_per_a": 3.9, "e_lumo_ev": [1.82, 1.82], "e_homo_ev": [-4.217, -4.908], "energy_ha": -4142.81009, "multiplicity": 2, "total_charge": -1, "elements": ["Ti", "C", "C", "C", "C", "C", "C", "C", "C", "C", "C", "C", "C", "N", "C", "O", "C", "C", "C", "C", "C", "N", "C", "O", "N", "C", "C", "C", "C", "C", "C", "C", "C", "C", "C", "C", "C", "H", "H", "H", "H", "H", "H", "H", "H", "H", "H", "H", "H", "H", "H", "H", "H", "H", "H", "H", "H", "H", "H", "H", "H", "H", "H", "H", "H", "H", "H", "H", "H", "H", "H", "H", "H", "H", "O", "N", "C", "C", "C", "C", "C", "S", "H", "H", "H", "H", "N", "H", "H", "H", "C", "C", "N", "C", "C", "N", "C", "N", "N", "N", "C", "C", "C", "C", "C", "C", "H", "H", "H", "H", "H", "H", "H", "H", "H", "H", "H", "I"], "coordinates": [[-0.716, -0.092, 0.358], [-2.697, 4.084, 1.817], [-2.317, 2.737, 2.442], [-1.790, 2.937, 3.863], [-3.494, 1.790, 2.461], [-4.723, 2.259, 2.898], [-5.837, 1.445, 2.930], [-5.746, 0.157, 2.439], [-4.542, -0.353, 1.981], [-4.515, -1.733, 1.357], [-5.493, -1.809, 0.180], [-4.812, -2.804, 2.408], [-3.383, 0.449, 2.058], [-2.148, -0.163, 1.746], [-1.847, -1.213, 2.561], [-2.268, -1.388, 3.703], [-1.060, -2.249, 1.841], [-0.732, -3.492, 2.366], [-0.336, -4.499, 1.499], [-0.344, -4.246, 0.122], [-0.627, -2.967, -0.332], [-0.940, -1.979, 0.514], [-0.571, -2.582, -1.787], [-0.743, -3.461, -2.644], [-0.318, -1.289, -1.986], [0.010, -0.977, -3.331], [1.243, -1.382, -3.888], [1.562, -1.032, -5.192], [0.695, -0.312, -5.986], [-0.541, 0.024, -5.471], [-0.898, -0.306, -4.173], [-2.322, -0.105, -3.723], [-3.135, -1.335, -4.141], [-2.971, 1.175, -4.254], [2.191, -2.324, -3.180], [3.647, -1.862, -3.213], [2.058, -3.712, -3.810], [-1.799, 4.642, 1.556], [-3.279, 4.691, 2.509], [-3.288, 3.933, 0.915], [-1.526, 2.289, 1.826], [-2.559, 3.397, 4.482], [-0.907, 3.571, 3.857], [-1.515, 1.983, 4.304], [-4.801, 3.280, 3.242], [-6.775, 1.822, 3.315], [-6.629, -0.465, 2.414], [-3.518, -1.918, 0.937], [-6.527, -1.752, 0.513], [-5.353, -2.746, -0.355], [-5.302, -0.987, -0.508], [-5.847, -2.736, 2.739], [-4.166, -2.663, 3.273], [-4.639, -3.798, 2.000], [-0.813, -3.639, 3.432], [-0.041, -5.468, 1.878], [-0.109, -5.018, -0.596], [2.501, -1.363, -5.613], [0.956, -0.069, -7.009], [-1.253, 0.523, -6.112], [-2.315, -0.070, -2.628], [-3.185, -1.401, -5.228], [-4.145, -1.278, -3.740], [-2.658, -2.235, -3.762], [-3.206, 1.084, -5.313], [-2.315, 2.034, -4.112], [-3.898, 1.366, -3.716], [1.872, -2.407, -2.139], [4.044, -1.859, -4.227], [4.269, -2.533, -2.622], [3.736, -0.855, -2.811], [2.320, -3.683, -4.866], [1.026, -4.043, -3.715], [2.714, -4.420, -3.306], [-0.465, 1.498, -0.391], [-1.034, 2.542, -0.965], [-0.285, 3.631, -1.223], [-0.830, 4.740, -1.807], [-2.195, 4.738, -2.133], [-2.952, 3.628, -1.853], [-2.381, 2.495, -1.243], [-3.231, 1.118, -0.809], [0.757, 3.544, -0.944], [-0.213, 5.602, -2.010], [-2.640, 5.608, -2.587], [-4.005, 3.584, -2.079], [1.912, -1.741, 0.472], [2.576, -1.194, 1.012], [2.265, -1.777, -0.478], [1.926, -2.685, 0.847], [4.389, 1.282, 0.935], [3.696, 1.325, -0.373], [2.417, 1.209, -0.619], [2.266, 1.326, -1.969], [3.480, 1.517, -2.556], [4.399, 1.528, -1.532], [5.828, 1.562, -1.661], [6.391, 0.244, -1.652], [6.551, -0.451, -0.495], [6.961, -1.630, -0.745], [7.097, -1.780, -2.089], [7.518, -2.863, -2.862], [7.567, -2.678, -4.226], [7.224, -1.460, -4.820], [6.786, -0.378, -4.077], [6.723, -0.558, -2.704], [3.668, 1.159, 1.735], [4.937, 2.210, 1.104], [5.113, 0.465, 0.954], [1.300, 1.246, -2.431], [3.775, 1.648, -3.578], [6.253, 2.120, -0.819], [6.094, 2.049, -2.607], [7.802, -3.793, -2.395], [7.879, -3.493, -4.865], [7.310, -1.355, -5.892], [6.496, 0.554, -4.542], [0.910, 0.691, 2.480]]}



Entry 2:
{"formula": "C47H55N6O5P2SeW", "method": "ωB97M-V with the def2-TZVPD basis set", "fmax_ev_per_a": 1.6, "e_lumo_ev": [-7.99, -8.33], "e_homo_ev": [-15.204, -15.150], "energy_ha": -5679.17177, "multiplicity": 3, "total_charge": 3, "elements": ["W", "C", "N", "C", "C", "O", "C", "O", "C", "C", "O", "N", "C", "C", "H", "H", "H", "H", "H", "H", "H", "H", "H", "H", "H", "H", "H", "H", "H", "H", "C", "N", "P", "C", "C", "C", "C", "C", "C", "C", "C", "C", "C", "C", "C", "P", "C", "C", "C", "C", "C", "C", "C", "C", "C", "C", "C", "C", "H", "H", "H", "H", "H", "H", "H", "H", "H", "H", "H", "H", "H", "H", "H", "H", "H", "H", "H", "H", "H", "H", "H", "O", "C", "O", "C", "C", "C", "C", "C", "C", "H", "H", "H", "H", "H", "C", "C", "N", "H", "H", "H", "C", "N", "C", "C", "N", "C", "C", "Se", "H", "H", "H", "H", "H", "H", "H", "H"], "coordinates": [[-0.590, 0.349, 0.142], [-2.990, 4.868, -1.102], [-1.863, 4.931, -0.179], [-1.208, 6.233, -0.030], [-1.423, 3.827, 0.421], [-1.956, 2.712, 0.308], [-0.173, 3.936, 1.294], [-0.047, 2.734, 2.020], [-0.983, 2.637, 3.076], [-1.528, 1.223, 3.102], [-1.491, 0.548, 2.034], [-2.020, 0.699, 4.197], [-2.484, -0.689, 4.234], [-2.205, 1.436, 5.449], [-3.733, 5.614, -0.824], [-3.433, 3.881, -1.042], [-2.651, 5.068, -2.121], [-1.898, 7.002, -0.364], [-0.304, 6.300, -0.638], [-0.958, 6.441, 1.007], [-0.201, 4.793, 1.969], [0.708, 4.021, 0.656], [-1.831, 3.312, 2.922], [-0.484, 2.896, 4.009], [-2.404, -1.137, 3.250], [-3.523, -0.714, 4.559], [-1.874, -1.244, 4.947], [-1.811, 2.443, 5.390], [-1.702, 0.902, 6.254], [-3.268, 1.491, 5.677], [0.375, -2.933, 1.814], [1.151, -1.868, 1.157], [1.143, -1.597, -0.604], [2.897, -2.101, -0.827], [3.803, -1.427, -1.637], [5.094, -1.909, -1.796], [5.492, -3.066, -1.145], [4.613, -3.704, -0.281], [3.326, -3.220, -0.112], [0.148, -2.914, -1.389], [-0.927, -2.533, -2.192], [-1.688, -3.475, -2.857], [-1.371, -4.825, -2.747], [-0.290, -5.215, -1.974], [0.467, -4.266, -1.297], [1.282, -0.254, 1.740], [2.966, 0.175, 1.225], [3.202, 1.326, 0.486], [4.500, 1.682, 0.135], [5.559, 0.885, 0.535], [5.329, -0.259, 1.298], [4.042, -0.607, 1.654], [1.473, -0.232, 3.534], [1.636, 1.039, 4.094], [1.918, 1.176, 5.443], [2.048, 0.045, 6.241], [1.891, -1.216, 5.689], [1.600, -1.362, 4.338], [1.034, -3.600, 2.373], [-0.145, -3.523, 1.066], [-0.377, -2.533, 2.494], [3.516, -0.512, -2.133], [5.791, -1.377, -2.430], [6.487, -3.463, -1.297], [4.931, -4.579, 0.271], [2.675, -3.710, 0.597], [-1.144, -1.479, -2.330], [-2.527, -3.163, -3.466], [-1.963, -5.566, -3.268], [-0.025, -6.261, -1.897], [1.306, -4.602, -0.706], [2.372, 1.960, 0.195], [4.682, 2.576, -0.447], [6.571, 1.159, 0.269], [6.160, -0.875, 1.616], [3.862, -1.488, 2.258], [1.593, 1.916, 3.459], [2.058, 2.159, 5.872], [2.296, 0.149, 7.289], [2.007, -2.097, 6.306], [1.503, -2.354, 3.926], [-2.529, 0.088, -0.622], [-2.640, -1.093, -0.126], [-1.576, -1.501, 0.460], [-3.818, -1.923, -0.296], [-3.775, -3.259, 0.105], [-4.863, -4.076, -0.137], [-6.000, -3.551, -0.743], [-6.054, -2.212, -1.116], [-4.960, -1.394, -0.899], [-2.883, -3.644, 0.583], [-4.834, -5.119, 0.144], [-6.854, -4.190, -0.926], [-6.949, -1.811, -1.571], [-4.979, -0.350, -1.181], [1.977, -1.318, -5.580], [1.635, -1.123, -4.175], [1.359, -0.976, -3.070], [2.198, -2.369, -5.758], [2.856, -0.726, -5.833], [1.143, -1.021, -6.214], [-3.027, 1.804, -3.032], [-1.822, 2.192, -3.754], [-1.822, 2.503, -5.098], [-0.559, 2.828, -5.436], [0.207, 2.713, -4.298], [1.648, 2.978, -4.262], [-0.579, 2.334, -3.275], [0.336, 1.748, -1.627], [-3.642, 2.681, -2.846], [-2.755, 1.348, -2.095], [-3.589, 1.099, -3.641], [-2.720, 2.476, -5.690], [-0.145, 3.139, -6.380], [1.836, 4.004, -4.569], [2.157, 2.302, -4.945], [2.012, 2.821, -3.255]]}